Record 1
ORCA calculation (ωB97M-V with the def2-TZVPD basis set) on a structure of composition C35H56Ca2Cl5F3N3O20PS2 at a distorted geometry.

Its LUMO energy is -8.08 eV. Its total charge is +2. The value obtained for the HOMO energy is -0.332 hartree. The calculation puts the HOMO-LUMO gap at 0.95 eV.

Structure (XYZ):
```
127
C35H56Ca2Cl5F3N3O20PS2 ωB97M-V with the def2-TZVPD basis set
C -0.9483 4.8646 -4.9112
C -2.0884 3.9305 -4.3655
C -2.4596 4.2933 -2.8753
C -1.4955 3.4717 -1.9533
C -2.0573 3.2272 -0.4866
C -1.4471 1.8667 -0.0218
C -1.7862 1.4472 1.4485
C -0.7687 0.4222 2.0539
C -0.3424 -0.7115 1.0097
C -0.1201 -2.0949 1.6525
C -0.9778 -3.1944 1.2174
C -2.0657 -3.0677 0.1085
O -1.6596 -3.1009 -1.0173
O -3.4069 -2.9453 0.3912
C -0.8307 -4.5308 1.7993
C 0.1644 -4.6883 2.8104
N 0.3462 -5.9885 3.4134
C 0.5589 -6.8549 2.5275
S 1.1753 -7.7391 1.3865
N 0.9786 -3.6399 3.2142
P 2.1760 -4.0150 4.4826
N 3.2242 -5.2771 3.9046
O 1.3181 -4.5464 5.8233
C 0.8805 -2.3549 2.6586
C 1.8515 -1.2668 3.1656
C 3.2011 -1.1537 2.4041
C 3.1225 -0.7209 0.9079
Cl 4.2150 -2.6700 2.5002
H -0.3599 5.2894 -4.0552
H -0.2238 4.2804 -5.5236
H -1.3536 5.6916 -5.5319
H -3.0118 4.0894 -4.9718
H -1.7529 2.8716 -4.4797
H -2.2579 5.3710 -2.6797
H -3.5007 3.9835 -2.6142
H -0.4734 3.9095 -1.8507
H -1.3433 2.4401 -2.3755
H -1.8042 4.0627 0.2074
H -3.1687 3.0984 -0.5283
H -0.3311 1.8442 -0.1410
H -1.8905 1.0763 -0.6891
H -1.7083 2.3773 2.0751
H -2.8265 1.0721 1.6045
H -1.0691 0.0090 3.0506
H 0.1735 1.0083 2.2554
H -1.1599 -0.7290 0.2454
H 0.5522 -0.3292 0.4664
H -3.5175 -2.0339 0.7428
H -1.4685 -5.3825 1.4813
H 3.0125 -6.1571 4.3868
H 3.0724 -5.4244 2.8979
H 1.2824 -5.5236 5.7445
H 1.3812 -0.2505 3.1370
H 2.1304 -1.4153 4.2438
H 3.7837 -0.3501 2.9298
H 2.4496 -1.4496 0.3829
H 4.0998 -0.7161 0.3806
H 2.6169 0.2758 0.8200
C 9.3774 -2.1555 3.6488
C 10.3730 -2.9514 4.0827
C 10.1662 -4.4324 4.2229
O 11.0861 -5.1197 4.5990
C 8.8418 -4.9698 3.9017
C 7.8660 -4.1579 3.4733
C 8.0819 -2.7016 3.3071
O 7.1580 -1.9966 2.8968
O 6.6313 -4.6154 3.1792
O 11.5618 -2.4712 4.4020
H 9.5074 -1.0921 3.5378
H 8.6946 -6.0339 4.0258
H 6.1281 -3.8310 2.8781
H 12.0989 -3.2439 4.6823
C -7.7011 0.9199 -7.1267
C -6.1888 0.7815 -7.0954
O -5.4856 1.8875 -7.5346
C -5.3210 2.9979 -6.6032
O -4.8663 2.5700 -5.4539
C -6.5903 3.9057 -6.4656
F -7.2134 4.0417 -7.6543
F -6.2410 5.1438 -6.0846
F -7.5071 3.4678 -5.5915
H -8.0286 1.4329 -8.0311
H -8.1666 -0.0661 -7.0841
H -8.0694 1.4794 -6.2698
H -5.9192 -0.0212 -7.7880
H -5.8212 0.4634 -6.0945
H -4.6501 3.6526 -7.1886
C -6.2220 -2.6419 2.9467
Cl -5.9554 -3.1151 4.6284
Cl -7.9417 -2.6070 2.5735
Cl -5.4817 -1.0639 2.6210
H -5.7480 -3.3783 2.3062
Ca 8.3193 0.3414 4.1645
C 2.5261 4.1037 -3.9398
O 1.5112 3.1230 -3.7437
H 2.2525 5.0005 -3.3864
H 3.4856 3.7289 -3.5687
H 2.6085 4.3474 -5.0013
H 1.7684 2.3402 -4.2415
O 1.5011 4.9512 -7.7123
Cl 0.3702 4.9442 -8.6188
O 0.3840 3.7256 -9.3960
O 0.4526 6.0804 -9.5022
O -0.8537 5.0107 -7.8519
C 2.9860 -1.5107 7.2879
C 2.5547 -1.3941 8.7415
O 2.6609 -0.0083 9.0415
S 2.3359 0.8610 7.7220
O 0.9817 1.2601 7.7641
O 3.4027 1.7596 7.4980
O 2.4640 -0.3688 6.6339
H 4.0915 -1.4813 7.1966
H 2.5979 -2.4264 6.8179
H 3.1804 -1.9815 9.4116
H 1.5103 -1.6914 8.8659
O -4.4374 5.8068 -0.7785
H -4.3049 6.7475 -0.9405
H -5.3299 5.6376 -1.1005
C -3.9919 -0.7640 -2.9363
C -4.4144 0.2502 -4.0312
O -5.6041 -0.1504 -4.4984
H -3.8925 -1.7757 -3.3347
H -3.0195 -0.4712 -2.5284
H -4.7064 -0.7860 -2.1104
H -3.5665 0.2851 -4.7388
H -4.3551 1.2420 -3.5587
Ca 3.9863 -2.7670 5.6661
```


Record 2
ORCA calculation (ωB97M-V with the def2-TZVPD basis set) on a structure of composition C35H57Cl4FLiMgN3O15P2S at a distorted geometry.

Its LUMO energy is -7.70 eV. Its total charge is +2. The value obtained for the HOMO energy is -0.348 hartree. The calculation puts the HOMO-LUMO gap at 1.76 eV.

Structure (XYZ):
```
120
C35H57Cl4FLiMgN3O15P2S ωB97M-V with the def2-TZVPD basis set
C -2.2186 -2.8707 3.1846
C -2.3982 -3.3094 1.7315
F -3.3147 -4.3751 1.7662
C -2.9611 -2.1284 0.9281
C -2.6910 -2.1728 -0.6051
P -4.2637 -1.6865 -1.5694
O -5.1951 -3.1139 -1.6332
Cl -5.3357 -0.4168 -0.3846
C -2.4849 -3.6455 -1.0003
O -2.4575 -3.7127 -2.4228
C -1.1910 -3.1808 -2.8243
C -1.0714 -1.6841 -2.5110
C -1.7533 -0.8315 -3.6156
C -0.8000 0.1956 -4.3057
C -1.3631 1.5994 -4.2556
O -0.7105 2.5717 -4.0094
O -2.7102 1.6854 -4.4975
N -1.4991 -1.3449 -1.0695
S -0.0155 -1.6684 -0.0140
P -1.7404 0.4562 -0.8354
N -1.3862 0.9322 0.6175
H -3.2245 -2.7115 3.5933
H -1.7043 -1.9100 3.2460
H -1.7044 -3.6302 3.7727
H -1.4242 -3.6332 1.3829
H -4.0442 -2.1767 1.0870
H -2.6342 -1.2172 1.4251
H -5.6637 -3.1000 -2.4795
H -1.5451 -4.0579 -0.6246
H -3.3111 -4.2500 -0.6354
H -0.3622 -3.7693 -2.4136
H -1.1281 -3.3406 -3.9013
H -0.0050 -1.4664 -2.5595
H -2.0468 -1.5229 -4.4059
H -2.6722 -0.3221 -3.3264
H 0.1978 0.2183 -3.8695
H -0.7356 -0.0452 -5.3703
H -2.8401 2.3877 -5.1539
H 0.2256 -3.0006 -0.1342
H -0.8397 1.0079 -1.7563
H -3.0306 0.7917 -1.2692
H -2.2185 1.3883 1.0154
C 4.4545 2.9501 -0.1810
C 3.7622 2.1604 -1.2625
C 2.5876 2.8684 -1.8863
O 1.7550 1.7505 -2.2777
C 2.0430 0.7403 -1.4503
O 1.3740 -0.2732 -1.3807
O 3.1269 0.9694 -0.7220
H 5.3039 2.3925 0.2125
H 4.8129 3.9036 -0.5686
H 3.7795 3.1340 0.6565
H 4.4861 1.8386 -2.0154
H 2.8605 3.4705 -2.7486
H 2.0303 3.4862 -1.1798
O -3.7267 3.1035 1.4644
H -4.3170 3.3692 0.7513
H -3.6859 3.8769 2.0383
O 1.7494 -4.1137 -2.0276
H 2.4947 -3.5768 -1.7336
H 2.1575 -4.9222 -2.3579
C -1.3246 -9.1804 2.4692
C -1.1867 -8.3435 3.7360
C -1.7321 -6.9185 3.5738
C -1.0087 -6.2011 2.5217
N -0.4375 -5.6312 1.7107
H -0.7486 -8.7566 1.6444
H -0.9539 -10.1903 2.6383
H -2.3692 -9.2521 2.1573
H -0.1357 -8.3016 4.0256
H -1.7232 -8.8320 4.5499
H -1.6250 -6.3629 4.5081
H -2.7919 -6.9400 3.3137
C 2.5278 8.4752 1.3033
C 2.1128 7.3208 0.6544
C 1.6829 6.2263 1.3927
C 1.6595 6.2884 2.7788
C 2.0715 7.4443 3.4273
C 2.5091 8.5359 2.6899
H 2.8659 9.3279 0.7289
H 2.1250 7.2748 -0.4278
H 1.3644 5.3211 0.8872
H 1.3201 5.4352 3.3535
H 2.0523 7.4944 4.5082
H 2.8350 9.4351 3.1961
C -7.1085 1.5720 -3.7114
Cl -7.0359 1.7958 -5.4494
Cl -6.8086 -0.1278 -3.2857
Cl -5.9476 2.6167 -2.8904
H -8.1029 1.8309 -3.3712
C 8.8414 4.8084 -5.6821
O 7.6144 5.4254 -5.3234
C 6.4989 4.5639 -5.4465
C 6.0486 4.0521 -4.0957
O 7.0030 3.1723 -3.5216
C 7.7771 3.7821 -2.5000
H 9.6473 5.4795 -5.3922
H 8.9781 3.8529 -5.1699
H 8.8865 4.6538 -6.7645
H 6.7191 3.7305 -6.1202
H 5.6868 5.1514 -5.8881
H 5.1250 3.4734 -4.2293
H 5.8325 4.8868 -3.4202
H 7.1646 3.9561 -1.6080
H 8.2113 4.7262 -2.8347
H 8.5832 3.0983 -2.2408
C -2.3040 -1.4223 7.5688
C -3.4849 -1.2714 8.3839
C -4.2027 -2.5715 8.6961
O -5.1675 -2.6382 9.4197
C -3.6910 -3.7858 8.0702
C -2.5198 -3.9308 7.2471
C -1.7462 -2.6503 7.0273
O -0.6975 -2.5910 6.4203
O -2.1323 -4.9656 6.7440
O -3.9102 -0.2246 8.8114
H -1.7329 -0.5345 7.3132
H -4.2907 -4.6675 8.2773
Li -5.9914 -4.7671 -1.4770
Mg 0.3913 1.7828 1.4732
```